ORCA calculation (ωB97M-V/def2-TZVPD) on 2 unconnected molecules or ions with the total composition C3H5NOS at a distorted geometry.

Output
Charge   0
HOMO (spin up / spin down)   -5.385 / -9.639 eV
Multiplicity   3
LUMO level (spin up / spin down)   0.741 / -2.536 eV
Kohn-Sham gap (spin up / spin down)   6.1 / 7.1 eV
Relative energy (zero: lowest compared OMol25 entry of this formula, charge and spin)   2.7190 eV

Last column: Löwdin spin population.
Positions of all 11 atoms, in Å:
C 0.51905 1.40159 0.13477  0.5564
C -0.75876 1.24375 -0.52456  0.0331
C 0.33799 0.65225 1.29877  0.6760
N -1.49106 0.43611 0.15053  0.4006
O -0.82091 0.03354 1.26390  0.2564
S 0.57421 -1.96714 -0.72214  0.0167
H 1.30274 2.02039 -0.19130  0.0289
H -1.26975 1.56121 -1.46003  -0.0069
H 1.03039 0.23225 2.07325  0.0373
H -0.16515 -2.77463 -0.14572  0.0008
H 0.74126 -2.83933 -1.87748  0.0006